This record from OMol25 describes a molecular structure, C27H49BaMnN6O. The level of theory is wB97M-V/def2-TZVPD.

Properties
**Calculated total energy**: -2636.58882 hartree
**Net charge**: +4
**Spin multiplicity**: 7
**HOMO level (spin up / spin down)**: -18.73 / -18.73 eV

Positions of all 85 atoms, in Å:
Ba1 4.571 1.758 -2.027
Mn1 1.516 2.479 -4.737
C1 0.905 -0.092 -1.409
C2 0.822 1.326 -1.980
C3 0.464 2.287 -0.789
O1 1.828 1.744 -2.823
H1 -0.002 -0.203 -0.816
H2 1.618 -0.128 -0.585
H3 1.188 -0.864 -2.124
H4 0.037 1.311 -2.737
H5 -0.471 1.915 -0.371
H6 0.258 3.297 -1.142
H7 1.224 2.397 -0.016
C4 -1.974 -1.308 -3.482
C5 -1.247 -0.788 -4.665
C6 -1.215 -1.802 -5.856
C7 -0.532 -3.088 -5.615
N1 -0.026 -4.099 -5.425
H8 -3.042 -1.355 -3.697
H9 -1.946 -0.777 -2.531
H10 -1.624 -2.308 -3.225
H11 -0.180 -0.641 -4.496
H12 -1.822 0.106 -4.903
H13 -0.564 -1.357 -6.608
H14 -2.141 -1.981 -6.403
C8 -6.202 3.425 -1.046
C9 -4.679 3.359 -1.315
C10 -3.899 2.082 -0.895
C11 -4.377 0.861 -1.631
N2 -4.738 -0.058 -2.293
H15 -6.440 4.111 -0.233
H16 -6.622 2.444 -0.829
H17 -6.834 3.728 -1.881
H18 -4.326 4.239 -0.778
H19 -4.442 3.628 -2.345
H20 -4.081 1.895 0.163
H21 -2.858 2.392 -0.997
C12 -3.360 -1.854 2.292
C13 -1.823 -1.432 1.969
C14 -0.826 -1.907 3.027
C15 -0.799 -3.294 3.429
N3 -0.745 -4.417 3.724
H22 -3.507 -2.905 2.045
H23 -4.133 -1.257 1.807
H24 -3.550 -1.788 3.364
H25 -1.938 -0.349 2.014
H26 -1.347 -1.749 1.041
H27 -1.079 -1.290 3.889
H28 0.191 -1.878 2.634
C16 1.066 4.633 3.545
C17 0.485 3.223 3.205
C18 -0.909 3.223 2.443
C19 -1.999 3.937 3.127
N4 -2.856 4.509 3.641
H29 0.995 5.458 2.837
H30 2.092 4.452 3.865
H31 0.460 5.015 4.367
H32 0.223 2.758 4.156
H33 1.280 2.652 2.726
H34 -1.196 2.230 2.098
H35 -0.685 3.862 1.589
C20 3.229 -3.664 -1.990
C21 1.988 -4.515 -2.065
C22 1.618 -5.096 -0.685
C23 0.331 -5.768 -0.793
N5 -0.702 -6.223 -0.949
H36 3.753 -3.448 -2.920
H37 3.972 -4.110 -1.329
H38 3.044 -2.744 -1.435
H39 2.178 -5.283 -2.814
H40 1.149 -3.894 -2.381
H41 1.411 -4.473 0.186
H42 2.365 -5.788 -0.295
C24 6.465 -0.348 3.668
C25 5.287 0.470 4.166
C26 4.006 0.317 3.293
C27 3.919 1.077 2.001
N6 3.873 1.691 0.974
H43 6.932 -0.130 2.708
H44 6.227 -1.409 3.748
H45 7.365 -0.180 4.259
H46 5.591 1.517 4.147
H47 5.032 0.206 5.192
H48 3.162 0.723 3.851
H49 3.620 -0.694 3.166

This record from OMol25 describes a molecular structure, C27H49Br12Cl2F3N3O5PS. The level of theory is wB97M-V/def2-TZVPD.

Properties
**Calculated total energy**: -34445.81035 hartree
**Net charge**: 0
**HOMO level**: -8.45 eV

Positions of all 103 atoms, in Å:
C1 2.907 -1.309 -2.428
C2 3.080 -0.150 -3.584
C3 3.543 1.319 -3.004
C4 2.220 2.205 -2.612
N1 1.487 1.501 -1.493
C5 0.652 2.474 -0.653
N2 1.186 2.687 0.744
S1 2.891 3.199 0.674
C6 0.509 3.827 1.473
C7 1.240 4.196 2.924
C8 0.161 4.611 4.104
C9 -0.554 6.071 3.887
C10 -1.959 6.098 4.751
C11 -1.776 5.838 6.359
O1 -3.061 5.443 7.026
C12 -3.289 3.997 6.794
C13 -0.916 1.890 -0.685
C14 -1.233 0.981 0.678
C15 -0.173 -0.260 0.892
O2 -0.338 -0.796 2.284
C16 0.907 -1.491 2.709
C17 1.787 -0.604 3.816
F1 3.013 0.000 3.235
F2 2.185 -1.453 4.995
F3 0.850 0.436 4.355
C18 -1.892 3.196 -0.845
C19 -3.126 3.288 0.228
O3 -4.107 2.400 0.404
Cl1 -3.235 4.831 1.314
O4 -0.951 0.941 -1.810
C20 -2.312 0.528 -2.168
C21 -2.329 -1.133 -2.356
C22 -3.792 -1.808 -2.057
C23 -4.183 -1.946 -0.470
Cl2 -5.224 -1.002 -2.912
P1 -2.664 1.238 -3.921
N3 -4.198 2.180 -3.941
O5 -1.291 2.307 -4.264
H1 3.237 -2.356 -2.835
H2 1.762 -1.346 -2.115
H3 3.533 -1.097 -1.455
H4 2.052 -0.026 -4.149
H5 3.877 -0.525 -4.358
H6 4.147 1.158 -1.991
H7 4.154 1.953 -3.799
H8 2.584 3.289 -2.366
H9 1.499 2.160 -3.562
H10 2.106 0.910 -0.900
H11 0.747 3.520 -1.211
H12 2.837 4.272 -0.274
H13 0.661 4.794 0.802
H14 -0.646 3.710 1.621
H15 1.933 5.142 2.742
H16 1.850 3.270 3.367
H17 0.808 4.707 5.103
H18 -0.609 3.729 4.329
H19 0.137 6.996 4.098
H20 -0.870 6.143 2.745
H21 -2.533 7.126 4.636
H22 -2.671 5.273 4.317
H23 -1.354 6.805 6.912
H24 -1.015 4.974 6.621
H25 -3.430 3.722 5.649
H26 -4.308 3.716 7.324
H27 -2.445 3.304 7.233
H28 -1.223 1.609 1.665
H29 -2.314 0.476 0.625
H30 0.963 0.057 0.822
H31 -0.347 -1.108 0.105
H32 1.593 -1.792 1.799
H33 0.613 -2.489 3.291
H34 -1.260 4.200 -0.704
H35 -2.382 3.308 -1.926
H36 -3.138 0.758 -1.374
H37 -1.561 -1.662 -1.619
H38 -1.970 -1.458 -3.447
H39 -3.735 -2.923 -2.481
H40 -4.720 -0.936 -0.162
H41 -4.979 -2.833 -0.401
H42 -3.201 -2.162 0.127
H43 -4.441 2.249 -4.974
H44 -3.924 3.147 -3.645
H45 -1.713 3.215 -4.309
C24 0.955 -4.921 -2.773
Br1 0.002 -3.662 -1.637
Br2 1.352 -4.162 -4.520
Br3 2.553 -5.614 -1.905
H46 0.287 -5.772 -2.939
C25 1.299 -8.472 -6.192
Br4 2.967 -8.356 -7.187
Br5 1.608 -8.634 -4.278
Br6 0.102 -6.997 -6.610
H47 0.798 -9.391 -6.514
C26 2.486 -5.305 3.398
Br7 1.886 -5.653 1.580
Br8 1.091 -4.480 4.475
Br9 3.202 -6.904 4.243
H48 3.307 -4.583 3.331
C27 3.864 -11.886 -3.732
Br10 4.956 -10.994 -5.072
Br11 3.084 -13.532 -4.413
Br12 4.845 -12.180 -2.078
H49 3.034 -11.212 -3.496

This record from OMol25 describes 10 unconnected molecules or ions with the total composition C27H49Cl6N3O15. The level of theory is wB97M-V/def2-TZVPD.

Properties
**Calculated total energy**: -5112.18473 hartree
**SMILES string**: O=C1OCCO1.O=C1OCCO1.O=C1OCCO1.O=C1OCCO1.CNC(C)=O.CNC(C)=O.CNC(C)=O.ClCCCl.ClCCCl.ClCCCl
**Net charge**: 0
**HOMO level**: -8.74 eV

Positions of all 100 atoms, in Å:
C1 19.131 27.681 21.605
C2 18.016 28.106 20.762
O1 17.377 26.862 20.490
C3 17.524 26.062 21.543
O2 16.965 24.955 21.736
O3 18.514 26.599 22.298
H1 19.551 28.407 22.302
H2 19.873 27.340 20.883
H3 18.508 28.632 19.944
H4 17.408 28.818 21.319
C4 13.330 18.375 20.835
C5 13.100 17.547 19.643
O4 12.334 18.346 18.853
C6 12.322 19.661 19.312
O5 11.971 20.651 18.729
O6 13.019 19.685 20.431
H5 14.345 18.284 21.220
H6 12.704 17.998 21.644
H7 12.466 16.704 19.917
H8 13.924 17.131 19.062
C7 19.864 15.542 18.303
C8 20.286 14.141 18.624
O7 19.884 14.126 19.965
C9 19.034 15.163 20.261
O8 18.349 15.253 21.272
O9 19.045 16.070 19.363
H9 19.416 15.563 17.310
H10 20.727 16.198 18.190
H11 21.374 14.099 18.674
H12 19.882 13.453 17.881
C10 15.920 24.714 25.019
C11 14.950 25.001 26.151
O10 15.543 24.421 27.297
C12 16.851 24.343 27.033
O11 17.708 24.092 27.916
O12 17.161 24.484 25.669
H13 16.009 25.457 24.226
H14 15.582 23.882 24.403
H15 13.950 24.761 25.791
H16 14.931 26.077 26.325
C13 18.211 23.717 18.626
C14 18.922 22.331 18.538
O13 18.146 21.357 18.400
N1 20.266 22.265 18.323
C15 20.912 21.047 17.936
H17 17.396 23.703 19.350
H18 17.612 23.900 17.734
H19 18.979 24.441 18.898
H20 20.731 23.107 18.630
H21 20.777 20.157 18.551
H22 21.982 21.195 17.792
H23 20.374 20.785 17.025
C16 18.965 17.751 24.798
C17 19.262 18.555 26.025
O14 20.055 18.071 26.948
N2 18.592 19.704 26.142
C18 18.608 20.474 27.382
H24 19.822 17.716 24.125
H25 18.102 18.033 24.194
H26 18.994 16.682 25.008
H27 18.271 20.121 25.279
H28 18.352 19.812 28.208
H29 17.907 21.305 27.468
H30 19.525 20.914 27.775
C19 15.973 21.775 21.341
C20 16.726 20.579 21.956
O15 16.611 20.304 23.143
N3 17.616 20.076 21.033
C21 18.570 18.993 21.226
H31 15.195 21.452 20.650
H32 16.710 22.416 20.857
H33 15.485 22.343 22.134
H34 17.708 20.604 20.177
H35 18.126 17.997 21.211
H36 19.220 19.207 22.074
H37 19.390 19.116 20.519
Cl1 10.022 25.276 19.347
C22 10.980 23.727 19.501
C23 12.501 23.957 19.788
Cl2 12.790 24.980 21.241
H38 10.997 23.272 18.510
H39 10.545 23.136 20.308
H40 13.034 24.260 18.886
H41 12.912 22.993 20.087
Cl3 21.873 22.314 22.109
C24 20.177 22.961 22.217
C25 19.769 23.436 23.546
Cl4 21.074 24.179 24.504
H42 19.534 22.142 21.896
H43 20.321 23.793 21.528
H44 19.462 22.637 24.221
H45 18.857 24.032 23.519
Cl5 15.853 16.254 24.560
C26 15.188 17.836 24.952
C27 13.867 17.750 25.604
Cl6 13.210 19.369 25.859
H46 15.148 18.431 24.040
H47 15.880 18.239 25.691
H48 13.850 17.204 26.547
H49 13.178 17.329 24.872

This record from OMol25 describes 4 unconnected molecules or ions with the total composition C27H49N4O8S5. The level of theory is wB97M-V/def2-TZVPD.

Properties
**Calculated total energy**: -3869.34242 hartree
**Net charge**: +1
**HOMO level**: -10.52 eV

Positions of all 93 atoms, in Å:
C1 -0.031 -2.032 6.084
C2 0.140 -1.700 4.459
O1 1.539 -1.709 4.007
C3 1.821 -0.539 3.114
N1 2.651 0.564 3.648
N2 2.913 1.621 2.843
C4 2.571 1.957 1.422
C5 3.081 3.349 0.650
N3 2.335 4.588 1.093
C6 1.625 0.834 0.620
C7 1.256 -0.434 1.589
C8 0.312 -1.701 1.065
C9 -0.227 -1.545 -0.471
C10 -1.766 -2.202 -0.482
S1 -3.113 -0.902 -0.524
C11 -2.782 0.514 0.657
S2 -1.803 1.849 0.140
N4 -3.339 0.619 2.059
C12 -2.311 1.069 3.073
C13 -2.394 2.652 3.493
O2 -3.757 3.172 3.696
C14 -4.407 3.036 2.380
C15 -4.616 1.429 2.112
H1 0.366 -3.138 6.278
H2 0.566 -1.239 6.707
H3 -1.182 -1.981 6.400
H4 -0.466 -0.749 4.131
H5 -0.388 -2.620 3.911
H6 3.488 2.387 3.316
H7 2.853 3.146 -0.504
H8 4.262 3.467 0.781
H9 2.521 4.757 2.106
H10 1.315 4.533 0.871
H11 1.252 0.977 -0.482
H12 1.023 -2.660 1.096
H13 -0.592 -1.927 1.775
H14 0.455 -2.222 -1.149
H15 -0.360 -0.448 -0.853
H16 -1.827 -2.846 -1.480
H17 -1.896 -2.999 0.397
H18 -1.197 0.810 2.793
H19 -2.539 0.451 4.069
H20 -1.834 2.761 4.542
H21 -1.746 3.310 2.740
H22 -3.806 3.592 1.532
H23 -5.481 3.540 2.486
H24 -5.307 1.027 2.975
H25 -5.174 1.323 1.065
C16 -6.049 -4.385 0.821
C17 -6.057 -5.913 0.785
C18 -4.602 -6.379 0.794
S3 -3.675 -5.107 1.640
O3 -2.767 -4.493 0.694
O4 -3.232 -5.614 2.923
C19 -5.049 -4.003 1.902
H26 -7.043 -3.979 1.031
H27 -5.721 -3.994 -0.149
H28 -6.572 -6.296 1.674
H29 -6.588 -6.294 -0.093
H30 -4.486 -7.327 1.325
H31 -4.204 -6.470 -0.221
H32 -4.715 -2.967 1.831
H33 -5.452 -4.202 2.900
C20 2.384 5.900 -3.261
C21 3.520 6.878 -3.561
C22 4.823 6.081 -3.557
S4 4.391 4.413 -4.029
O5 4.640 3.537 -2.904
O6 4.913 4.142 -5.354
C23 2.635 4.692 -4.150
H34 1.404 6.345 -3.455
H35 2.420 5.604 -2.206
H36 3.364 7.326 -4.550
H37 3.554 7.694 -2.833
H38 5.544 6.486 -4.273
H39 5.268 6.046 -2.559
H40 2.092 3.801 -3.828
H41 2.403 4.917 -5.196
C24 4.061 -1.794 -5.183
C25 4.233 -3.118 -4.441
C26 3.396 -3.042 -3.166
S5 2.051 -1.919 -3.518
O7 2.202 -0.745 -2.684
O8 0.812 -2.666 -3.588
C27 2.567 -1.507 -5.173
H42 4.453 -1.846 -6.203
H43 4.600 -1.000 -4.653
H44 3.871 -3.940 -5.072
H45 5.284 -3.320 -4.212
H46 2.990 -4.019 -2.892
H47 3.972 -2.631 -2.333
H48 2.329 -0.464 -5.390
H49 2.034 -2.167 -5.864

This record from OMol25 describes a molecular structure, C27H50AsN2O3SSiZn. The level of theory is wB97M-V/def2-TZVPD.

Properties
**Calculated total energy**: -6096.79391 hartree
**Energy relative to the best compared isomer or geometry (same formula, charge and spin)**: 0.00 kJ/mol
**Net charge**: +1
**HOMO level**: -10.98 eV

Positions of all 86 atoms, in Å:
Zn1 0.372 -0.058 -1.380
C1 2.405 0.651 3.603
C2 0.896 0.415 3.796
C3 0.210 1.718 3.986
C4 0.620 -0.618 4.925
O1 0.434 -0.096 2.529
Si1 -0.633 -1.243 2.028
S1 -1.233 -0.628 0.033
O2 -0.112 -2.731 2.112
C5 1.075 -3.518 1.639
C6 1.393 -4.555 2.759
C7 2.300 -2.644 1.422
C8 0.618 -4.189 0.365
O3 -1.996 -1.103 2.931
C9 -3.276 -1.875 2.959
C10 -3.472 -2.193 4.448
C11 -4.348 -0.787 2.605
C12 -3.196 -3.104 2.064
H1 2.812 1.038 4.558
H2 2.603 1.342 2.793
H3 2.896 -0.328 3.410
H4 0.703 2.325 4.785
H5 -0.886 1.622 4.211
H6 0.273 2.269 3.026
H7 0.873 -0.198 5.897
H8 1.202 -1.489 4.644
H9 -0.443 -0.810 4.862
H10 1.522 -4.046 3.732
H11 2.410 -5.028 2.554
H12 0.594 -5.322 2.746
H13 2.769 -2.492 2.424
H14 1.934 -1.686 1.014
H15 3.074 -3.037 0.691
H16 -0.224 -4.918 0.513
H17 1.490 -4.746 -0.078
H18 0.337 -3.398 -0.386
H19 -3.275 -1.363 5.134
H20 -2.809 -3.003 4.735
H21 -4.532 -2.488 4.596
H22 -4.307 0.007 3.366
H23 -5.381 -1.196 2.643
H24 -4.011 -0.405 1.594
H25 -2.370 -3.751 2.332
H26 -3.101 -2.772 1.023
H27 -4.185 -3.655 2.186
N1 0.459 -1.066 -3.401
C13 1.833 -0.923 -3.846
C14 2.409 -1.546 -4.970
C15 3.770 -1.320 -5.325
C16 4.523 -0.444 -4.613
C17 3.998 0.331 -3.460
C18 4.811 1.164 -2.638
C19 4.115 1.851 -1.626
C20 2.824 1.427 -1.243
N2 2.089 0.505 -1.919
C21 2.652 -0.032 -3.103
H28 -0.147 -0.467 -3.989
H29 0.109 -2.019 -3.357
H30 1.861 -2.296 -5.562
H31 4.217 -1.877 -6.132
H32 5.561 -0.212 -4.835
H33 5.895 1.244 -2.795
H34 4.512 2.741 -1.161
H35 2.358 1.845 -0.345
C22 -1.381 3.163 -0.139
C23 -2.298 2.835 -1.327
As1 -1.196 2.187 -2.875
C24 -2.501 2.558 -4.369
C25 -3.930 2.515 -3.901
C26 -0.090 3.851 -3.142
C27 -0.595 5.311 -2.956
H36 -1.793 4.059 0.340
H37 -0.366 3.398 -0.417
H38 -1.343 2.319 0.565
H39 -2.928 3.640 -1.695
H40 -3.002 2.011 -1.192
H41 -2.179 1.754 -5.037
H42 -2.163 3.548 -4.758
H43 -4.141 1.749 -3.116
H44 -4.585 2.312 -4.767
H45 -4.186 3.480 -3.484
H46 0.287 3.690 -4.178
H47 0.715 3.651 -2.443
H48 -1.371 5.580 -3.659
H49 0.237 6.048 -3.047
H50 -1.065 5.518 -1.909

Please write out number 4 again, unchanged.
This record from OMol25 describes 4 unconnected molecules or ions with the total composition C27H49N4O8S5. The level of theory is wB97M-V/def2-TZVPD.

Properties
**Calculated total energy**: -3869.34242 hartree
**Net charge**: +1
**HOMO level**: -10.52 eV

Positions of all 93 atoms, in Å:
C1 -0.031 -2.032 6.084
C2 0.140 -1.700 4.459
O1 1.539 -1.709 4.007
C3 1.821 -0.539 3.114
N1 2.651 0.564 3.648
N2 2.913 1.621 2.843
C4 2.571 1.957 1.422
C5 3.081 3.349 0.650
N3 2.335 4.588 1.093
C6 1.625 0.834 0.620
C7 1.256 -0.434 1.589
C8 0.312 -1.701 1.065
C9 -0.227 -1.545 -0.471
C10 -1.766 -2.202 -0.482
S1 -3.113 -0.902 -0.524
C11 -2.782 0.514 0.657
S2 -1.803 1.849 0.140
N4 -3.339 0.619 2.059
C12 -2.311 1.069 3.073
C13 -2.394 2.652 3.493
O2 -3.757 3.172 3.696
C14 -4.407 3.036 2.380
C15 -4.616 1.429 2.112
H1 0.366 -3.138 6.278
H2 0.566 -1.239 6.707
H3 -1.182 -1.981 6.400
H4 -0.466 -0.749 4.131
H5 -0.388 -2.620 3.911
H6 3.488 2.387 3.316
H7 2.853 3.146 -0.504
H8 4.262 3.467 0.781
H9 2.521 4.757 2.106
H10 1.315 4.533 0.871
H11 1.252 0.977 -0.482
H12 1.023 -2.660 1.096
H13 -0.592 -1.927 1.775
H14 0.455 -2.222 -1.149
H15 -0.360 -0.448 -0.853
H16 -1.827 -2.846 -1.480
H17 -1.896 -2.999 0.397
H18 -1.197 0.810 2.793
H19 -2.539 0.451 4.069
H20 -1.834 2.761 4.542
H21 -1.746 3.310 2.740
H22 -3.806 3.592 1.532
H23 -5.481 3.540 2.486
H24 -5.307 1.027 2.975
H25 -5.174 1.323 1.065
C16 -6.049 -4.385 0.821
C17 -6.057 -5.913 0.785
C18 -4.602 -6.379 0.794
S3 -3.675 -5.107 1.640
O3 -2.767 -4.493 0.694
O4 -3.232 -5.614 2.923
C19 -5.049 -4.003 1.902
H26 -7.043 -3.979 1.031
H27 -5.721 -3.994 -0.149
H28 -6.572 -6.296 1.674
H29 -6.588 -6.294 -0.093
H30 -4.486 -7.327 1.325
H31 -4.204 -6.470 -0.221
H32 -4.715 -2.967 1.831
H33 -5.452 -4.202 2.900
C20 2.384 5.900 -3.261
C21 3.520 6.878 -3.561
C22 4.823 6.081 -3.557
S4 4.391 4.413 -4.029
O5 4.640 3.537 -2.904
O6 4.913 4.142 -5.354
C23 2.635 4.692 -4.150
H34 1.404 6.345 -3.455
H35 2.420 5.604 -2.206
H36 3.364 7.326 -4.550
H37 3.554 7.694 -2.833
H38 5.544 6.486 -4.273
H39 5.268 6.046 -2.559
H40 2.092 3.801 -3.828
H41 2.403 4.917 -5.196
C24 4.061 -1.794 -5.183
C25 4.233 -3.118 -4.441
C26 3.396 -3.042 -3.166
S5 2.051 -1.919 -3.518
O7 2.202 -0.745 -2.684
O8 0.812 -2.666 -3.588
C27 2.567 -1.507 -5.173
H42 4.453 -1.846 -6.203
H43 4.600 -1.000 -4.653
H44 3.871 -3.940 -5.072
H45 5.284 -3.320 -4.212
H46 2.990 -4.019 -2.892
H47 3.972 -2.631 -2.333
H48 2.329 -0.464 -5.390
H49 2.034 -2.167 -5.864